DFT (ωB97M-V with the def2-TZVPD basis set) results for an isolated ion of composition C4H9N4O and charge +1 at a distorted geometry.

The geometry in XYZ format:
```
18
Properties=species:S:1:pos:R:3:forces:R:3:nbo_charge:R:1
C -0.0222 0.0724 0.2421 3.20 -1.40 -0.34 -0.047
C 1.9706 -0.8240 -0.0831 -3.89 1.10 0.29 0.560
C -0.2267 2.5155 0.0223 -0.40 0.62 0.03 -0.426
C -1.4085 -0.3961 0.1337 -0.28 0.42 0.08 -0.302
N 2.4640 0.3047 -0.1663 0.65 -0.47 0.02 -0.233
N 1.8036 1.4046 -0.1684 0.56 1.79 0.00 -0.142
N 0.4711 1.2481 0.0480 -0.18 -1.22 -0.03 -0.148
N -1.3098 -1.8404 -0.3310 0.04 -0.06 0.07 -0.671
O 2.2107 -2.0627 0.2015 0.42 -0.53 -0.09 -0.660
H -1.0980 2.4581 -0.6294 0.05 -0.03 -0.04 0.212
H -0.5507 2.7808 1.0288 0.05 -0.07 -0.04 0.229
H 0.4689 3.2678 -0.3422 -0.07 -0.09 -0.01 0.266
H -1.9050 -0.3895 1.1086 -0.02 -0.14 -0.13 0.250
H -2.0311 0.1551 -0.5808 -0.02 -0.21 0.03 0.231
H -0.4279 -2.2170 0.0600 -0.33 0.06 -0.13 0.464
H -1.2278 -1.8766 -1.3545 0.02 -0.05 0.26 0.448
H -2.1073 -2.4180 -0.0363 0.22 0.16 -0.12 0.446
H 2.9261 -2.1830 0.8470 -0.01 0.11 0.15 0.523
```
Positions in Å, forces in eV/Å.

The relative energy (zero: lowest compared OMol25 entry of this formula, charge and spin) comes out at 130.11 kcal/mol. The HOMO energy is -0.43050 hartree. As for the HOMO-LUMO gap: 8.04 eV. The charge is +1.

DFT (ωB97M-V with the def2-TZVPD basis set) results for C22H24N4O5S as an isolated structure at a distorted geometry.

The geometry in XYZ format:
```
56
Properties=species:S:1:pos:R:3:forces:R:3:nbo_charge:R:1
O -0.2972 -0.2301 -2.1986 5.36 -6.19 -0.97 -0.550
C -1.0151 0.6220 -2.0669 -8.04 7.24 0.46 0.720
N -0.8457 1.8253 -1.3280 -8.68 -0.72 -3.35 -0.657
C 0.1940 2.0876 -0.6242 3.32 0.13 0.51 0.212
C 1.4190 1.3989 -1.0082 -0.96 13.38 14.75 -0.261
C 2.4188 1.9104 -0.0571 0.55 -2.84 -2.49 -0.170
C 2.2574 2.8263 1.0460 -0.02 -0.71 -4.32 -0.349
C 1.0788 3.5329 0.9964 -1.99 2.58 4.27 -0.094
C -0.0509 3.1224 0.2938 6.74 -1.74 0.02 -0.315
H -0.9331 3.4801 0.5654 -3.96 1.45 0.38 0.219
H 0.9250 4.4694 1.8969 0.51 -2.81 -2.99 0.203
H 3.1194 3.3462 1.3299 1.37 0.03 1.17 0.249
S 4.1001 1.0558 -0.5338 -1.78 6.30 13.95 2.368
O 4.3873 1.4077 -1.7848 1.23 -0.38 -9.96 -0.882
O 5.0001 1.7872 0.3815 -0.50 -2.10 0.08 -0.989
N 3.8079 -0.3900 0.0934 2.26 0.32 -3.35 -0.749
C 3.5570 -0.7767 1.3934 -3.93 5.88 2.66 -0.206
C 4.5114 -1.5453 2.1519 8.69 5.31 -7.44 -0.408
C 5.3295 -2.4181 1.1048 -12.11 -11.37 10.70 -0.291
H 5.9478 -1.9730 0.6796 9.82 7.02 -7.08 0.134
C 4.2245 -3.2799 0.1442 -1.37 4.45 8.27 -0.393
C 3.9854 -2.4736 -0.9545 2.82 -2.57 -8.63 -0.386
H 5.0865 -2.2564 -1.4708 -2.57 -0.41 1.18 0.199
C 3.2692 -1.2006 -0.8515 5.60 0.20 -7.63 -0.165
H 3.4061 -0.5633 -2.2247 -0.54 -1.99 4.20 0.197
H 2.3562 -1.4315 -0.8214 -7.91 -0.85 0.85 0.166
H 3.5796 -3.4060 -1.8059 0.28 3.42 1.73 0.201
H 4.7151 -4.1087 0.0088 2.04 -4.80 -1.25 0.208
H 3.2201 -3.4441 0.8258 2.43 0.07 -1.55 0.174
H 5.7788 -3.2779 1.8835 -0.48 2.13 -2.39 0.184
H 5.3355 -0.7407 2.4415 -1.79 -1.92 0.63 0.217
H 4.0081 -2.0183 2.7706 -3.66 -4.58 6.50 0.196
H 3.4811 0.3896 1.8709 -0.45 -3.20 -0.31 0.243
H 2.5076 -1.2131 1.3492 1.06 0.44 0.51 0.199
H 1.4958 0.7785 -1.6289 1.39 -8.77 -9.04 0.185
H -1.8065 2.4880 -1.0799 2.88 -2.86 -1.23 0.460
C -2.5747 0.5550 -2.8047 1.82 6.51 9.62 -0.273
N -3.5500 0.1857 -1.3400 7.11 -1.50 -9.11 -0.184
C -4.0946 1.1415 -0.7525 -2.67 3.51 6.17 0.575
O -3.8147 2.3936 -0.7358 0.10 -2.38 -1.15 -0.712
C -5.0186 0.5279 0.3189 -0.93 2.40 -1.18 0.018
C -5.8883 1.5840 1.2344 6.36 -5.51 -6.61 -0.164
C -6.8172 1.0298 1.9029 -0.34 -3.13 0.47 -0.220
C -7.1002 -0.4177 1.9587 4.57 6.59 -4.41 -0.180
C -6.5154 -1.1233 1.0410 3.84 -4.20 -1.39 -0.142
C -5.2762 -0.8177 0.2079 -4.55 2.06 3.63 -0.212
C -4.6620 -1.8445 -0.5898 1.28 -0.37 -2.17 0.652
O -4.7832 -3.0829 -0.5745 0.41 3.53 -0.23 -0.561
N -3.8220 -1.0889 -1.6065 -9.70 2.16 9.44 -0.433
H -3.4248 -1.7377 -2.0275 6.35 -5.91 -5.72 0.393
H -6.6186 -2.1891 1.0927 -0.72 -0.61 -0.21 0.221
H -7.7857 -0.5713 2.5693 -6.04 -2.77 5.16 0.201
H -7.0339 1.8403 2.4171 -3.56 2.71 4.04 0.229
H -5.4086 2.4699 1.0302 0.06 2.55 0.40 0.249
H -2.5063 -0.2578 -3.3199 -0.66 -4.33 -3.91 0.204
H -2.8600 1.6222 -2.8104 -0.31 -0.88 -1.71 0.273
```
Positions in Å, forces in eV/Å.

The relative energy (zero: lowest compared OMol25 entry of this formula, charge and spin) comes out at 562.05 kcal/mol. The HOMO energy is -0.30862 hartree. As for the HOMO-LUMO gap: 7.86 eV. The charge is 0.

DFT (ωB97M-V with the def2-TZVPD basis set) results for a 2-piece molecular cluster, HN3O3S overall at a distorted geometry.

The geometry in XYZ format:
```
8
Properties=species:S:1:pos:R:3:forces:R:3:nbo_charge:R:1
N 1.6457 -0.5293 3.3296 1.26 -0.05 1.34 -0.578
N 0.7324 -0.6744 2.6375 -0.70 0.33 -1.15 0.183
N -0.1610 -0.7609 1.8898 -0.48 -0.43 0.26 -0.571
O -0.6863 0.2980 -0.6707 0.17 -1.02 -1.92 -0.992
O -1.8430 -1.2502 -2.3168 -1.99 -0.07 -0.99 -1.058
O 0.4344 -0.4394 -2.9727 -2.04 -0.75 2.02 -1.082
S -0.4913 -1.0320 -1.8622 3.70 1.76 -0.19 1.605
H -0.4923 -0.2117 0.1334 0.07 0.22 0.63 0.492
```
Positions in Å, forces in eV/Å.

The relative energy (zero: lowest compared OMol25 entry of this formula, charge and spin) comes out at 9.74 kcal/mol. The HOMO energy is -0.00833 hartree. As for the HOMO-LUMO gap: 6.94 eV. The charge is -2.

DFT (ωB97M-V with the def2-TZVPD basis set) results for a 3-piece molecular cluster, C2H6N2O2 overall at a distorted geometry.

The geometry in XYZ format:
```
12
Properties=species:S:1:pos:R:3:forces:R:3:nbo_charge:R:1
C 0.5293 0.5105 0.3281 -0.09 -0.08 0.49 0.156
C 0.6609 -1.0087 0.1271 5.08 -2.74 -2.34 0.596
H -0.6173 2.0580 -0.6396 0.72 -2.59 0.96 0.382
H -0.1296 1.0002 -1.6477 0.83 -1.12 -0.32 0.388
H 1.5657 0.7137 0.2898 1.30 1.38 -0.53 0.189
H -1.0605 1.4070 1.7607 5.54 -2.46 -1.33 0.469
H -0.8250 -2.4991 -0.9479 1.96 2.62 4.39 0.361
H -1.1615 -0.9049 -0.1581 0.13 -0.79 1.21 0.392
N -0.3901 0.9826 -0.6765 -1.44 3.70 -0.38 -0.885
N -0.4921 -1.6378 0.1956 -5.22 -2.72 -5.01 -0.763
O 0.1647 0.9697 1.6057 -5.16 1.86 1.12 -0.692
O 1.7558 -1.5910 -0.2371 -3.65 2.94 1.74 -0.594
```
Positions in Å, forces in eV/Å.

The relative energy (zero: lowest compared OMol25 entry of this formula, charge and spin) comes out at 126.95 kcal/mol. The HOMO energy is -0.35263 hartree. As for the HOMO-LUMO gap: 9.36 eV. The charge is 0.

DFT (ωB97M-V with the def2-TZVPD basis set) results for a 7-piece molecular cluster, C40H45FN6O4 overall at a distorted geometry.

The geometry in XYZ format:
```
96
Properties=species:S:1:pos:R:3:forces:R:3:mulliken_charge:R:1
C -2.6429 -0.6498 0.5885 -0.19 -1.00 -0.61 -0.765
C -1.0488 -0.9818 0.9242 -1.05 0.40 1.11 -0.361
C -0.6100 -0.0378 2.2214 -0.02 -0.47 -1.21 -0.259
F -1.6481 1.0592 2.2631 2.32 -1.45 0.20 -0.190
C 0.8525 0.6580 1.9782 -1.71 0.40 0.66 -0.316
C 0.9848 1.7748 3.2138 -0.84 1.23 0.56 -0.252
O 2.0816 1.3453 4.1425 -0.53 -3.27 -0.78 -0.395
C 2.2706 -0.0855 3.8620 0.40 -3.34 2.15 0.248
O 2.4164 -1.1516 4.6609 -0.74 7.80 -4.60 -0.585
C 2.2337 -0.1843 2.2276 -0.20 0.34 2.25 0.872
O 2.2931 -1.6294 1.9830 1.01 1.53 -0.73 -0.548
C 3.4083 0.8158 1.6901 2.51 -2.01 -1.78 -0.198
C 4.3771 -0.0621 0.4776 -2.40 -0.61 -2.81 -0.075
C 3.4518 -0.6713 -0.8589 3.74 2.76 2.27 -0.308
O 4.4729 0.6156 -0.9287 -2.07 -3.59 3.40 -0.467
H -3.0240 -1.4624 -0.1949 0.82 1.72 1.68 0.370
H -2.7910 0.4077 0.0700 0.47 -2.27 1.35 0.104
H -3.3217 -0.7519 1.5494 1.47 0.33 -2.02 0.190
H -0.4576 -0.7373 -0.0549 -0.76 -0.52 2.10 0.166
H -0.8882 -2.1052 1.2931 -0.38 2.45 -1.18 0.285
H -0.6955 -0.5846 3.2516 0.10 1.03 -2.02 0.324
H 0.7185 1.1376 0.9034 0.84 -0.71 2.33 0.394
H 1.0958 2.9120 2.8718 0.51 -2.68 0.51 0.027
H 0.0774 1.8563 3.9724 1.42 -0.70 -2.10 0.234
H 3.2279 -2.0026 2.1238 -1.99 1.32 -0.11 0.430
H 4.1907 1.0041 2.5412 -1.74 0.02 -1.63 0.343
H 3.0273 1.7793 1.1468 0.66 -1.90 1.27 -0.043
H 5.3279 -0.7665 0.8947 -2.62 2.31 -1.45 0.327
H 2.3184 -0.3826 -0.8720 2.50 -0.65 -0.19 0.100
H 3.9779 -1.5298 -1.4540 -1.54 1.72 1.20 0.395
C 3.4012 -6.4700 -1.7777 -0.05 0.12 -0.04 -0.113
C 4.4692 -6.3707 -2.6630 -0.25 0.19 0.10 -0.360
C 5.2555 -5.2306 -2.6169 -0.13 0.62 0.45 -0.343
N 5.0429 -4.2055 -1.7629 -0.65 -0.69 0.13 -0.524
C 3.9975 -4.3296 -0.9166 0.79 0.13 -0.54 -0.057
C 3.1578 -5.4313 -0.8848 0.05 -0.27 -0.24 -0.645
H 2.7635 -7.3492 -1.7834 0.12 0.10 0.02 0.382
H 4.6847 -7.1623 -3.3718 0.01 0.10 0.13 0.355
H 6.1026 -5.1076 -3.2853 -0.07 -0.04 0.02 0.375
H 3.8467 -3.4914 -0.2421 -0.05 -0.08 0.00 0.558
H 2.3339 -5.4785 -0.1819 0.08 0.03 -0.05 0.378
C 1.7507 6.6617 0.2413 0.03 0.00 -0.02 -0.185
C 0.5859 6.1435 0.7974 0.21 0.05 -0.08 -0.921
C 0.3101 4.7990 0.6067 0.61 -0.60 -0.32 -0.513
N 1.1060 3.9605 -0.0925 0.21 0.89 0.22 -0.143
C 2.2288 4.4928 -0.6221 -0.63 -0.52 0.22 -0.295
C 2.5916 5.8228 -0.4827 -0.22 0.17 0.17 -0.584
H 2.0011 7.7106 0.3707 -0.03 -0.13 -0.01 0.386
H -0.0907 6.7712 1.3660 0.04 -0.08 -0.05 0.396
H -0.5850 4.3467 1.0236 0.12 0.12 0.04 0.952
H 2.8503 3.7989 -1.1812 -0.01 0.06 0.04 0.454
H 3.5069 6.1958 -0.9281 -0.09 -0.07 0.03 0.409
C 7.8754 -9.9536 0.0784 0.00 0.00 0.00 -0.125
C 7.8523 -8.5679 0.1954 -0.03 -0.28 -0.04 -0.716
C 6.7684 -7.8834 -0.3307 -0.78 -0.30 -0.45 0.003
N 5.7320 -8.4839 -0.9556 0.89 -0.75 0.47 -0.148
C 5.7833 -9.8300 -1.0555 -0.09 0.92 0.04 -0.193
C 6.8216 -10.6011 -0.5583 0.20 0.13 0.11 -0.561
H 8.7078 -10.5244 0.4797 -0.10 0.07 -0.05 0.361
H 8.6586 -8.0336 0.6849 -0.09 -0.03 -0.05 0.361
H 6.7026 -6.8015 -0.2616 0.02 -0.03 -0.01 0.329
H 4.9396 -10.2884 -1.5639 0.07 -0.02 0.05 0.348
H 6.8096 -11.6798 -0.6652 -0.01 0.10 0.00 0.352
C -4.2384 3.1990 -0.2433 -0.02 -0.03 0.02 -0.286
C -5.0966 3.7737 -1.1748 0.18 -0.12 0.17 -0.491
C -4.5852 4.7348 -2.0321 0.86 0.37 -0.08 -0.470
N -3.2997 5.1502 -2.0139 -0.38 -0.71 0.60 -0.577
C -2.4909 4.5754 -1.0975 -0.44 0.48 -0.70 -0.348
C -2.9085 3.6047 -0.2013 -0.28 -0.03 -0.05 0.223
H -4.6029 2.4414 0.4444 0.03 0.07 -0.05 0.465
H -6.1386 3.4802 -1.2323 0.08 0.03 -0.02 0.464
H -5.2143 5.2105 -2.7788 0.00 -0.06 0.06 0.425
H -1.4633 4.9281 -1.1018 -0.16 -0.08 -0.05 0.571
H -2.2143 3.1757 0.5125 -0.09 -0.07 -0.06 0.078
C -5.4297 3.3429 -6.0347 0.01 0.01 -0.01 -0.251
C -5.2439 2.5085 -4.9375 -0.04 0.15 -0.21 -0.332
C -6.3447 1.8364 -4.4310 -0.90 0.02 -0.29 -0.225
N -7.5917 1.9470 -4.9390 0.79 0.52 -0.38 -0.585
C -7.7414 2.7656 -6.0029 -0.02 -0.58 0.72 -0.190
C -6.7018 3.4760 -6.5815 0.25 -0.04 0.14 -0.332
H -4.5902 3.8851 -6.4602 -0.09 -0.06 0.06 0.377
H -4.2654 2.3841 -4.4878 -0.09 0.01 -0.01 0.384
H -6.2504 1.1712 -3.5777 0.04 0.05 -0.05 0.441
H -8.7534 2.8390 -6.3911 0.09 0.01 0.00 0.353
H -6.8795 4.1179 -7.4369 -0.01 -0.06 0.08 0.359
C -5.3266 3.7281 4.5096 0.01 0.00 -0.01 -0.528
C -6.4914 3.2099 5.0657 0.24 0.08 -0.12 -0.305
C -6.7672 1.8654 4.8750 0.48 -0.67 -0.46 -0.266
N -5.9713 1.0270 4.1758 0.20 1.01 0.13 -0.518
C -4.8485 1.5592 3.6463 -0.72 -0.52 0.28 -0.449
C -4.4857 2.8892 3.7856 -0.19 0.18 0.14 -0.208
H -5.0762 4.7771 4.6390 -0.03 -0.12 -0.01 0.378
H -7.1680 3.8376 5.6344 0.05 -0.08 -0.05 0.357
H -7.6623 1.4131 5.2920 0.05 0.07 -0.02 0.370
H -4.2270 0.8653 3.0872 0.03 0.12 0.05 0.731
H -3.5704 3.2623 3.3402 -0.06 -0.08 0.02 0.366
```
Positions in Å, forces in eV/Å.

The HOMO energy is -0.34699 hartree. As for the HOMO-LUMO gap: 9.94 eV. The charge is 0. As for the SMILES: CC[C@H](F)[C@H]1COC(=O)[C@]1(O)C[C@H]1CO1.c1ccncc1.c1ccncc1.c1ccncc1.c1ccncc1.c1ccncc1.c1ccncc1.

DFT (ωB97M-V with the def2-TZVPD basis set) results for one molecule with the formula C5H7NO at a distorted geometry.

The geometry in XYZ format:
```
14
Properties=species:S:1:pos:R:3:forces:R:3:nbo_charge:R:1
C -0.0496 1.6734 0.2349 2.42 4.35 2.08 0.013
N 0.5130 1.6709 -0.8933 3.44 2.70 -2.45 -0.138
O 0.5320 0.6225 -1.7683 0.26 -1.74 1.97 -0.406
C 0.8673 -0.9097 -1.0487 -1.52 -0.01 -1.89 -0.141
C 0.3152 -0.7374 0.4341 1.63 0.65 0.80 -0.276
C -1.0962 -0.6936 1.2439 -0.86 -1.95 -2.00 -0.344
C -0.6610 0.4441 0.4040 -3.25 -2.70 -2.57 -0.343
H 0.2983 2.7052 0.8667 -1.67 -3.11 -1.45 0.231
H 1.9370 -1.2749 -1.3807 -1.60 1.56 1.77 0.239
H 0.3031 -1.4748 -1.9006 0.13 0.78 2.24 0.220
H 1.1276 -0.5076 1.2682 -1.38 -0.67 -2.24 0.217
H -1.9949 -1.4588 0.9902 2.20 2.31 0.09 0.240
H -1.0052 -0.6028 2.3027 0.49 -0.12 0.59 0.220
H -1.0866 0.5434 -0.7531 -0.29 -2.05 3.05 0.268
```
Positions in Å, forces in eV/Å.

The relative energy (zero: lowest compared OMol25 entry of this formula, charge and spin) comes out at 186.71 kcal/mol. The HOMO energy is -0.31438 hartree. As for the HOMO-LUMO gap: 9.52 eV. The charge is 0. As for the SMILES: C1=NOC[C@@H]2C[C@@H]12.